[1]
Here is a structure of composition C34H62BeCl2F3KMgN3O12P from the OMol25 dataset. Energies are from wB97M-V/def2-TZVPD.

Geometry (Å):
C (3.621, -5.336, 0.894)
C (2.773, -4.511, 1.107)
C (1.836, -3.510, 1.658)
N (1.868, -2.134, 1.003)
C (0.943, -1.342, 1.945)
C (0.924, -2.353, -0.170)
C (1.559, -1.568, -1.361)
C (1.081, -1.862, -2.806)
C (1.888, -0.980, -3.791)
C (3.089, -1.735, -0.979)
C (3.933, -2.891, -1.596)
C (3.187, -4.158, -2.144)
C (3.351, -4.223, -3.699)
C (2.819, -5.604, -4.136)
O (1.874, -6.076, -3.557)
O (3.389, -6.268, -5.166)
C (3.150, -1.467, 0.618)
C (3.048, 0.100, 0.651)
C (3.352, 0.799, 2.031)
C (2.686, 2.250, 2.006)
C (1.260, 2.207, 2.673)
C (0.087, 2.256, 1.626)
C (-0.902, 3.443, 1.871)
C (-2.057, 3.246, 0.819)
C (-3.247, 2.328, 1.380)
C (-4.309, 1.831, 0.268)
C (-4.379, 0.279, 0.127)
C (-5.815, -0.272, 0.225)
C (-5.884, -1.796, -0.133)
C (-6.855, -2.592, 0.796)
N (4.451, -1.888, 1.116)
C (4.630, -2.271, 2.481)
O (4.412, -1.674, 3.472)
F (5.171, -3.500, 2.613)
C (5.593, -1.207, 0.689)
O (6.480, -1.009, 1.457)
F (5.760, -0.778, -0.570)
H (4.198, -6.137, 0.467)
H (2.021, -3.359, 2.746)
H (0.836, -3.962, 1.619)
H (-0.001, -1.937, 2.267)
H (0.555, -0.442, 1.451)
H (1.456, -1.132, 2.898)
H (-0.102, -1.991, -0.018)
H (0.763, -3.389, -0.496)
H (1.135, -0.559, -1.209)
H (0.040, -1.489, -2.858)
H (1.035, -2.922, -3.078)
H (1.505, -1.061, -4.816)
H (1.945, 0.063, -3.440)
H (2.929, -1.350, -3.801)
H (3.493, -0.868, -1.530)
H (4.491, -2.485, -2.456)
H (4.722, -3.274, -0.930)
H (3.709, -5.059, -1.793)
H (2.127, -4.221, -1.895)
H (4.402, -4.132, -4.006)
H (2.728, -3.490, -4.227)
H (2.707, -6.896, -5.453)
H (3.740, 0.588, -0.075)
H (2.055, 0.474, 0.361)
H (2.928, 0.308, 2.910)
H (4.444, 0.918, 2.103)
H (3.320, 2.878, 2.651)
H (2.663, 2.646, 0.967)
H (1.126, 1.250, 3.206)
H (1.147, 3.030, 3.391)
H (-0.535, 1.346, 1.726)
H (0.511, 2.276, 0.606)
H (-1.351, 3.271, 2.856)
H (-0.411, 4.419, 1.775)
H (-2.444, 4.255, 0.455)
H (-1.587, 2.683, -0.053)
H (-3.833, 2.930, 2.163)
H (-2.801, 1.464, 1.898)
H (-4.183, 2.337, -0.736)
H (-5.302, 2.152, 0.630)
H (-3.993, 0.022, -0.875)
H (-3.757, -0.188, 0.908)
H (-6.244, -0.158, 1.233)
H (-6.486, 0.254, -0.475)
H (-6.264, -1.920, -1.160)
H (-4.869, -2.219, -0.086)
H (-7.720, -2.992, 0.243)
H (-6.361, -3.455, 1.263)
H (-7.266, -1.966, 1.601)
C (4.845, 2.102, -2.923)
Cl (4.184, 3.132, -1.645)
Cl (3.990, 2.346, -4.444)
H (5.894, 2.339, -3.063)
H (4.737, 1.064, -2.624)
O (2.023, 5.388, -4.199)
H (2.742, 4.755, -4.285)
H (2.446, 6.247, -4.304)
O (0.106, -0.149, 7.467)
C (0.255, -0.617, 6.301)
C (-1.089, -0.368, 5.388)
O (-0.904, -0.881, 4.184)
H (0.378, -1.753, 6.199)
H (1.109, -0.202, 5.698)
H (-1.271, 0.716, 5.431)
H (-1.915, -0.775, 5.984)
O (0.934, 7.534, -6.328)
H (0.604, 8.204, -5.721)
H (1.081, 6.761, -5.771)
Be (-0.035, -2.554, 3.815)
F (-0.849, -3.049, 6.079)
K (-3.221, 4.301, -1.170)
O (-6.227, 9.030, 1.345)
P (-5.251, 7.880, 1.559)
O (-5.177, 7.590, 3.053)
O (-3.853, 8.250, 1.066)
O (-5.732, 6.661, 0.784)
Mg (-3.593, 3.901, 3.750)
C (-7.768, -0.263, -4.081)
C (-6.547, 0.486, -3.821)
N (-5.586, 1.077, -3.616)
H (-7.960, -0.346, -5.150)
H (-7.706, -1.273, -3.677)
H (-8.632, 0.221, -3.627)

Computed properties:
- E_tot: -129942.2062 eV
- HOMO-LUMO gap: 3.409 eV
- Multiplicity: 1

Here are the Mulliken charges for atoms 1 to 5, given in e:
1 C -0.061
2 C -1.475
3 C -0.301
4 N 1.597
5 C -1.503

[2]
Here is a structure of composition C34H62Br18O14S7 from the OMol25 dataset. Energies are from wB97M-V/def2-TZVPD.

Geometry (Å):
C (-37.538, 29.827, 0.824)
Br (-36.900, 28.109, 0.124)
Br (-35.924, 30.844, 1.155)
Br (-38.758, 29.685, 2.322)
H (-38.127, 30.227, -0.001)
C (-34.347, 31.855, 4.623)
Br (-33.605, 32.403, 6.326)
Br (-33.435, 32.662, 3.017)
Br (-36.297, 32.194, 4.774)
H (-34.283, 30.772, 4.514)
C (-35.943, 22.015, 5.129)
Br (-35.911, 20.915, 3.455)
Br (-35.000, 21.197, 6.639)
Br (-37.818, 22.416, 5.614)
H (-35.502, 22.993, 4.934)
C (-29.537, 27.277, 1.924)
Br (-28.184, 27.914, 0.549)
Br (-29.008, 27.982, 3.724)
Br (-29.747, 25.245, 1.618)
H (-30.399, 27.879, 1.638)
C (-30.128, 31.180, 5.957)
Br (-31.481, 29.804, 6.393)
Br (-30.214, 31.719, 3.996)
Br (-28.326, 30.430, 6.370)
H (-30.359, 32.009, 6.626)
C (-34.513, 23.584, -1.291)
Br (-35.981, 23.451, -2.672)
Br (-34.980, 24.706, 0.306)
Br (-32.872, 24.323, -2.023)
H (-34.403, 22.558, -0.940)
C (-31.909, 21.703, 4.151)
C (-32.409, 22.779, 3.285)
C (-32.239, 22.377, 1.759)
S (-30.855, 21.147, 1.642)
O (-29.682, 21.747, 1.013)
O (-31.333, 19.809, 1.172)
C (-30.601, 21.190, 3.474)
H (-32.678, 20.946, 4.302)
H (-31.704, 22.096, 5.147)
H (-31.924, 23.720, 3.545)
H (-33.485, 22.870, 3.439)
H (-31.811, 23.097, 1.061)
H (-33.015, 21.822, 1.232)
H (-29.870, 21.991, 3.588)
H (-30.090, 20.330, 3.907)
C (-38.559, 23.432, 1.366)
C (-39.624, 22.377, 1.565)
C (-41.071, 22.984, 1.621)
S (-40.747, 24.454, 2.789)
O (-40.755, 23.976, 4.180)
O (-41.624, 25.570, 2.463)
C (-38.954, 24.654, 2.208)
H (-38.522, 23.881, 0.374)
H (-37.501, 23.184, 1.455)
H (-39.456, 21.875, 2.518)
H (-39.655, 21.675, 0.731)
H (-41.804, 22.446, 2.223)
H (-41.335, 23.341, 0.626)
H (-38.282, 24.816, 3.051)
H (-39.058, 25.589, 1.657)
C (-29.253, 26.164, 7.766)
C (-30.442, 25.558, 7.005)
C (-29.842, 24.882, 5.684)
S (-28.124, 24.340, 6.085)
O (-27.219, 24.926, 5.103)
O (-28.125, 22.910, 6.318)
C (-27.990, 25.260, 7.691)
H (-29.687, 26.340, 8.751)
H (-29.161, 27.127, 7.263)
H (-31.263, 26.250, 6.815)
H (-30.857, 24.898, 7.767)
H (-29.836, 25.720, 4.987)
H (-30.277, 23.979, 5.256)
H (-27.016, 25.732, 7.827)
H (-28.168, 24.479, 8.430)
C (-40.536, 29.034, 6.401)
C (-41.339, 27.778, 6.834)
C (-40.810, 26.725, 5.913)
S (-38.983, 27.005, 5.525)
O (-38.913, 26.970, 4.089)
O (-38.155, 26.282, 6.413)
C (-39.027, 28.696, 6.306)
H (-40.763, 29.824, 7.117)
H (-40.908, 29.255, 5.401)
H (-42.409, 27.988, 6.846)
H (-41.076, 27.604, 7.877)
H (-41.410, 26.805, 5.007)
H (-41.053, 25.725, 6.274)
H (-38.319, 29.348, 5.795)
H (-38.614, 28.653, 7.314)
C (-35.213, 28.022, 9.823)
C (-34.717, 29.380, 10.388)
C (-34.344, 30.180, 9.083)
S (-35.841, 29.876, 7.976)
O (-35.447, 29.585, 6.601)
O (-36.793, 30.956, 8.215)
C (-36.475, 28.333, 8.828)
H (-35.480, 27.275, 10.571)
H (-34.480, 27.552, 9.167)
H (-33.773, 29.283, 10.923)
H (-35.524, 29.841, 10.958)
H (-33.604, 29.830, 8.364)
H (-34.240, 31.255, 9.233)
H (-36.622, 27.682, 7.966)
H (-37.448, 28.530, 9.277)
C (-34.619, 28.278, -2.989)
C (-34.387, 29.641, -2.277)
C (-33.360, 29.605, -1.109)
S (-32.303, 28.131, -1.508)
O (-32.531, 27.243, -0.411)
O (-30.978, 28.661, -1.701)
C (-33.182, 27.710, -3.092)
H (-35.102, 28.469, -3.948)
H (-35.349, 27.748, -2.378)
H (-35.198, 30.286, -1.936)
H (-33.960, 30.226, -3.091)
H (-33.739, 29.366, -0.115)
H (-32.655, 30.427, -0.987)
H (-32.968, 26.685, -3.395)
H (-32.712, 28.342, -3.845)
C (-34.390, 27.492, 2.990)
C (-35.545, 26.556, 3.259)
C (-35.639, 26.593, 4.820)
S (-33.829, 26.532, 5.456)
O (-33.319, 25.161, 5.361)
O (-33.642, 27.266, 6.663)
C (-33.190, 27.346, 3.943)
H (-34.837, 28.480, 3.094)
H (-34.160, 27.531, 1.925)
H (-35.252, 25.540, 2.994)
H (-36.415, 26.867, 2.681)
H (-36.177, 25.849, 5.407)
H (-36.048, 27.550, 5.147)
H (-32.279, 26.836, 3.632)
H (-32.829, 28.308, 4.306)

Computed properties:
- E_tot: -1401531.7238 eV
- HOMO-LUMO gap: 9.124 eV
- Energy relative to the best compared isomer or geometry (same formula, charge and spin): 78.2 kcal/mol
- Multiplicity: 1

Here are the Mulliken charges for atoms 1 to 5, given in e:
1 C -0.495
2 Br -0.092
3 Br -0.033
4 Br -0.046
5 H 0.537

What are the HOMO values for these records? In order: -6.01, -9.90 eV.